Entry 1:
2 unconnected molecules or ions with the total composition C4H8Si at a distorted geometry. Source: the Open Molecules 2025 dataset; level of theory: ωB97M-V with the def2-TZVPD basis set.

The geometry in XYZ format:
```
13
Properties=species:S:1:pos:R:3:forces:R:3:lowdin_charge:R:1
Si -0.536 -0.790 -0.333 -0.102 0.531 -0.498 0.6763
C 3.395 -0.029 0.592 1.099 0.116 -0.370 -0.0125
C -2.067 -0.110 0.614 2.145 0.015 -2.848 -0.2973
C -1.050 0.942 0.213 1.858 -1.208 1.553 -0.3499
C 3.755 -0.081 -0.558 -1.113 0.082 1.657 0.0018
H 0.398 -1.473 0.548 0.139 -0.130 0.297 -0.0888
H -1.293 1.615 -0.521 -1.040 1.310 -1.943 0.0133
H -0.552 1.514 0.991 0.235 -0.378 0.175 0.0549
H -0.176 -1.266 -1.811 -0.936 0.702 1.464 -0.0524
H 3.388 0.077 1.653 -0.360 -0.108 -0.075 0.0188
H 3.784 -0.102 -1.594 0.358 -0.091 -1.226 -0.0020
H -2.094 -0.367 1.598 -0.129 -0.743 2.665 0.0155
H -2.976 0.073 0.169 -2.154 -0.098 -0.852 0.0222
```
Positions in Å, forces in eV/Å.

Computed properties:
- F_max: 0.0693 hartree/bohr
- Energy above the lowest of the compared OMol25 structures with the same formula, charge and spin: 79.19 kcal per mole
- E_LUMO: 1.2 eV
- DFT total energy: -446.53012 hartree
- Frontier orbital gap: 10.00 eV

---

Entry 2:
A molecular structure, C28H35N5P2SSr at a distorted geometry. Source: the Open Molecules 2025 dataset; level of theory: ωB97M-V with the def2-TZVPD basis set.

The geometry in XYZ format:
```
72
Properties=species:S:1:pos:R:3:forces:R:3:lowdin_charge:R:1
Sr -0.132 0.129 3.500 -0.998 2.459 3.849 1.0501
S -0.012 -0.005 8.328 0.839 0.350 13.554 0.7580
P -1.642 -0.786 1.625 2.289 0.418 0.604 0.7501
P 1.775 -0.528 1.726 -1.834 1.349 1.784 0.8246
N -2.877 -1.655 2.168 -2.739 -1.982 -0.060 -0.2900
N -0.230 -0.091 5.689 -2.738 -1.139 6.336 -0.3422
N 2.848 -1.688 2.157 1.864 -2.168 0.411 -0.2544
N -2.108 0.562 0.786 -0.834 1.158 -1.125 -0.2592
N 2.655 0.819 1.345 1.016 1.088 -1.129 -0.2632
C -0.539 -1.739 0.581 0.031 -0.418 -0.949 -0.3294
C 4.289 -2.908 3.397 -0.553 0.358 -0.645 -0.0693
C -0.038 -0.015 6.921 -2.782 -1.184 -17.281 -1.1999
C 3.640 0.784 0.366 0.110 1.550 0.163 -0.1245
C 1.609 0.627 5.032 1.518 0.250 0.403 -0.4255
C 0.840 -1.065 0.289 0.015 -0.546 -0.929 -0.3399
C -2.457 0.553 -0.555 -0.520 1.357 -0.127 -0.1376
C -4.075 -3.195 3.291 0.328 0.544 -0.581 -0.0664
C 0.187 2.904 -5.549 -0.310 0.136 -0.047 -0.1908
C 4.053 2.078 0.132 -0.391 -0.455 0.325 -0.0764
C 2.913 -2.964 1.585 0.780 0.086 0.623 -0.1360
C 1.001 1.908 -4.771 0.345 -0.134 0.158 -0.1144
C -2.344 1.874 1.306 -0.056 -0.933 -1.083 -0.0949
C 3.286 2.949 0.992 -0.323 -0.781 0.106 -0.0749
C -1.165 2.412 -6.115 0.237 0.381 -0.419 -0.2024
C 2.425 2.168 1.730 0.657 -0.786 -0.886 -0.0993
C 0.928 0.575 -4.743 0.391 0.172 0.351 -0.1158
C 3.796 -3.724 2.309 -0.187 0.597 0.132 -0.0805
C -2.959 -2.402 3.381 -0.550 0.250 -1.083 -0.0825
C -2.914 1.807 -0.900 0.267 -0.520 0.446 -0.0605
C -0.015 -0.333 -5.478 -0.209 -0.498 -0.168 -0.2019
C -1.368 -0.522 -4.752 0.377 -0.339 -0.067 -0.1930
C -3.940 -2.007 1.344 -0.702 -1.197 1.152 -0.1178
C -2.107 1.919 -5.055 -0.429 -0.052 0.433 -0.1080
C -2.845 2.637 0.278 0.282 -0.675 0.174 -0.0643
C 3.689 -1.675 3.309 -0.383 -0.672 -1.059 -0.0744
C -2.179 0.708 -4.493 -0.427 0.484 0.057 -0.1262
C -4.700 -2.944 2.006 0.516 0.412 0.027 -0.0668
H -2.818 2.681 -4.689 0.343 -0.436 -0.131 0.1045
H -0.009 3.762 -4.883 0.051 -0.213 -0.168 0.1130
H -4.435 -3.876 4.050 0.100 0.141 -0.092 0.1024
H 3.952 -0.163 -0.038 0.127 0.001 -0.076 0.1116
H -1.170 -1.000 -3.776 -0.027 0.099 -0.226 0.1013
H 1.122 1.448 5.581 1.046 -0.194 -0.284 -0.0142
H 2.317 -3.186 0.719 0.114 -0.237 -0.019 0.0887
H -1.634 3.277 -6.626 0.187 -0.427 0.212 0.1125
H -2.218 -2.259 4.153 -0.088 -0.027 0.035 0.1016
H 3.764 -0.782 3.908 -0.071 0.009 0.067 0.1012
H 1.682 2.397 2.484 0.290 0.015 -0.028 0.0954
H 1.787 -0.333 5.527 0.688 0.750 -0.092 -0.0175
H 3.373 4.025 1.056 -0.010 -0.160 0.027 0.0976
H -0.993 1.661 -6.894 -0.109 0.237 0.202 0.0970
H 1.779 2.375 -4.151 -0.278 -0.234 -0.182 0.1022
H 1.639 0.055 -4.079 -0.307 0.299 -0.280 0.1013
H -2.338 -0.347 -1.136 -0.062 0.094 -0.098 0.0999
H -2.959 0.567 -3.732 0.266 0.091 -0.289 0.0874
H 0.455 -1.333 -5.556 -0.208 0.459 -0.005 0.1118
H 5.013 -3.205 4.142 -0.135 0.065 -0.053 0.0991
H 0.690 -0.159 -0.309 0.083 -0.083 0.002 0.0964
H -2.124 2.088 2.343 -0.186 0.072 -0.125 0.0967
H 0.792 3.312 -6.376 -0.098 -0.123 0.196 0.1150
H 2.373 0.921 4.423 3.133 1.273 -1.255 -0.1300
H 4.823 2.378 -0.563 -0.062 -0.003 0.080 0.0931
H -0.410 -2.710 1.089 -0.120 0.310 -0.158 0.1029
H -0.187 0.000 -6.508 0.093 -0.132 0.291 0.0975
H -3.257 2.105 -1.883 0.115 -0.005 0.200 0.0881
H -5.609 -3.395 1.635 0.107 0.049 0.081 0.0964
H -3.130 3.679 0.342 0.090 -0.180 0.026 0.1039
H 1.504 -1.734 -0.254 -0.409 -0.127 -0.752 0.0648
H -4.056 -1.521 0.394 -0.131 -0.016 -0.158 0.1010
H -1.113 -1.900 -0.329 0.558 -0.554 -0.594 0.0666
H 4.078 -4.742 2.090 -0.078 0.070 0.057 0.0935
H -1.971 -1.254 -5.315 0.097 0.197 0.137 0.1164
```
Positions in Å, forces in eV/Å.

Computed properties:
- F_max: 0.3412 hartree/bohr
- Energy above the lowest of the compared OMol25 structures with the same formula, charge and spin: 70.32 kcal per mole
- E_LUMO (alpha / beta): 0.0 / 0.0 eV
- DFT total energy: -2472.99335 hartree
- Frontier orbital gap (alpha / beta): 4.72 / 4.72 eV

---

Entry 3:
A molecular structure, C4H3IrN2O3S4 at a distorted geometry. Source: the Open Molecules 2025 dataset; level of theory: ωB97M-V with the def2-TZVPD basis set.

The geometry in XYZ format:
```
17
Properties=species:S:1:pos:R:3:forces:R:3:mulliken_spin:R:1
Ir -0.406 -0.629 -0.909 -0.171 2.591 0.589 0.1193
S 1.960 -0.783 -1.101 -1.835 0.042 0.987 0.1424
S 4.080 -0.647 0.929 -0.098 -0.017 -0.006 0.0700
S 2.149 -0.827 3.208 -0.080 0.035 -0.088 0.0810
S -0.190 -0.935 1.459 0.079 0.145 -2.554 0.1294
O -2.152 3.059 -1.551 0.613 -0.154 0.215 0.0040
O -0.721 1.400 -1.098 1.966 -2.223 0.340 -0.0056
O 4.761 -0.514 3.484 0.007 -0.036 0.029 0.0732
N -2.623 -0.389 -1.503 0.794 -0.483 0.802 0.0075
N -2.948 0.965 -1.355 0.315 0.394 0.214 -0.0018
C 1.506 -0.845 1.608 -0.351 0.057 0.806 0.2030
C 3.874 -0.635 2.719 -0.080 -0.029 -0.191 -0.0001
C 2.402 -0.772 0.542 0.781 0.069 -0.520 0.1752
C -1.899 1.906 -1.349 -1.936 -0.051 -0.430 0.0010
H -3.806 1.298 -1.770 -0.033 -0.129 -0.073 0.0001
H -3.187 -0.937 -0.860 -0.085 -0.090 -0.102 -0.0001
H -2.799 -0.715 -2.452 0.115 -0.119 -0.016 0.0014
```
Positions in Å, forces in eV/Å.

Computed properties:
- F_max: 0.0581 hartree/bohr
- Charge: +1
- Energy above the lowest of the compared OMol25 structures with the same formula, charge and spin: 0.00 kcal per mole
- E_LUMO (alpha / beta): -6.5 / -7.1 eV
- Spin multiplicity: 2
- DFT total energy: -2186.23860 hartree
- Expectation value of S²: 0.79
- Frontier orbital gap (alpha / beta): 6.06 / 6.39 eV